{"formula": "C45H48BaCl2N9O4", "method": "ωB97M-V/def2-TZVPD", "e_tot_ha": -3483.1726, "charge": -1, "homo_lumo_gap_ev": [4.17, 2.47], "relative_energy_kcal_mol": 0.0, "symbols": ["Ba", "C", "N", "C", "C", "N", "C", "C", "C", "C", "C", "C", "N", "C", "N", "C", "C", "C", "C", "C", "C", "N", "H", "H", "H", "H", "H", "H", "H", "H", "H", "H", "H", "H", "H", "H", "H", "Cl", "C", "C", "C", "Cl", "C", "O", "C", "C", "O", "C", "H", "H", "H", "O", "N", "N", "O", "C", "C", "C", "C", "C", "C", "H", "H", "H", "H", "H", "C", "C", "N", "C", "C", "N", "C", "C", "H", "H", "H", "H", "H", "H", "H", "H", "H", "H", "H", "H", "H", "C", "C", "C", "C", "C", "C", "C", "C", "C", "C", "H", "H", "H", "H", "H", "H", "H", "H", "H", "H", "H", "H"], "positions_angstrom": [[0.73853, 0.23268, 0.89380], [-1.53044, 3.40812, -0.44165], [-0.37755, 2.82985, 0.26398], [0.83811, 3.64714, 0.22927], [1.52835, 3.50855, -1.09715], [1.03724, 3.88101, -2.25416], [1.94118, 3.41922, -3.19332], [1.88392, 3.44369, -4.58685], [2.90063, 2.81733, -5.28776], [3.96683, 2.18473, -4.62796], [4.04685, 2.16348, -3.24569], [3.01753, 2.78628, -2.54863], [2.75478, 2.89704, -1.20350], [-2.57381, 2.35104, -0.61618], [-3.05741, 1.99371, -1.79083], [-3.84148, 0.88838, -1.51167], [-4.54754, 0.04010, -2.36674], [-5.19745, -1.04708, -1.80989], [-5.16511, -1.28948, -0.42629], [-4.48810, -0.44915, 0.43569], [-3.82016, 0.63412, -0.12798], [-3.02304, 1.60777, 0.41705], [-1.93258, 4.27107, 0.10616], [-1.23541, 3.73456, -1.43838], [-0.65517, 2.71382, 1.25661], [0.62508, 4.70467, 0.43169], [1.50705, 3.27256, 1.00714], [1.06332, 3.93719, -5.09113], [2.88745, 2.82735, -6.37055], [4.74683, 1.71555, -5.21387], [4.86152, 1.67639, -2.72590], [3.15792, 2.25029, -0.51458], [-4.58679, 0.23880, -3.43214], [-5.74807, -1.72741, -2.44851], [-5.66718, -2.16377, -0.03071], [-4.44879, -0.63419, 1.49854], [-2.66152, 1.71813, 1.42121], [-2.32654, 2.28364, 8.45859], [-2.14222, 2.19883, 6.70889], [-3.24414, 2.46186, 5.91081], [-3.05400, 2.39295, 4.52759], [-4.44606, 2.69997, 3.50499], [-1.84539, 2.09478, 3.89224], [-1.74205, 2.06834, 2.59506], [-0.72299, 1.79794, 4.77439], [0.52359, 1.37770, 4.28094], [0.81355, 1.28078, 3.02212], [-0.91988, 1.87311, 6.17935], [-4.20747, 2.70930, 6.32802], [1.28312, 1.07380, 5.00928], [-0.09062, 1.65634, 6.84097], [2.58895, -1.57909, 0.20545], [3.84069, -1.49678, 0.32380], [4.28413, -0.28687, 0.35138], [3.48237, 0.74480, 0.26431], [5.68035, -0.09137, 0.53333], [6.55822, -1.16408, 0.66263], [7.90946, -0.91496, 0.82067], [8.39847, 0.38636, 0.85204], [7.51259, 1.44442, 0.72858], [6.15364, 1.21122, 0.57013], [6.17880, -2.17476, 0.64471], [8.58909, -1.75116, 0.92523], [9.45717, 0.56919, 0.97891], [7.87283, 2.46466, 0.76041], [5.45475, 2.02936, 0.49205], [1.60184, -0.86810, -4.17861], [1.60062, -0.38896, -2.70757], [0.23352, -0.25563, -2.23425], [-0.40763, -1.56582, -2.13895], [-0.30352, -2.28470, -3.50170], [0.18865, -1.26940, -4.50165], [-0.70162, -0.05507, -4.48745], [-0.51422, 0.63028, -3.11615], [2.23635, -1.73679, -4.34816], [1.87637, -0.07375, -4.87294], [2.10793, 0.57126, -2.63819], [2.12700, -1.09318, -2.06259], [-1.44974, -1.42090, -1.85189], [0.04458, -2.14905, -1.33502], [-1.26283, -2.65852, -3.85742], [0.41947, -3.09996, -3.49972], [0.16614, -1.68467, -5.42904], [-1.72007, -0.40910, -4.64465], [-0.40283, 0.57471, -5.32453], [-1.47754, 0.88574, -2.67883], [0.04290, 1.56617, -3.22094], [-0.57666, -4.34404, 0.98854], [-1.28075, -3.27400, 1.84153], [-0.50826, -3.18637, 3.17329], [-1.18283, -1.94065, 1.11196], [-2.72823, -3.64056, 2.14452], [-3.49531, -2.74676, 2.90029], [-4.82429, -2.99783, 3.18948], [-5.43649, -4.15787, 2.72518], [-4.69438, -5.05496, 1.97631], [-3.35446, -4.80056, 1.69511], [0.43830, -3.99958, 0.77714], [-1.09151, -4.48796, 0.03425], [-0.51712, -5.31262, 1.49615], [0.53330, -2.93224, 2.96479], [-0.53676, -4.13569, 3.71746], [-0.91473, -2.40523, 3.81515], [-2.17087, -1.68766, 0.68747], [-3.02963, -1.83032, 3.24468], [-5.38913, -2.28364, 3.77683], [-6.47752, -4.35541, 2.94824], [-5.15496, -5.96370, 1.60622], [-2.79905, -5.52072, 1.10967]], "atomic_forces_ev_per_a": [[-0.707, -0.387, 0.084], [0.041, 0.002, -0.028], [0.120, 0.060, 0.211], [-0.268, 0.017, -0.196], [0.141, 0.086, -0.093], [0.002, -0.027, 0.021], [0.090, 0.015, 0.048], [0.014, -0.008, 0.041], [0.002, 0.006, -0.028], [0.000, 0.003, 0.016], [0.013, 0.042, -0.017], [0.013, 0.128, -0.039], [-0.354, -0.214, 0.002], [-0.096, 0.088, -0.111], [0.087, -0.048, -0.091], [-0.075, 0.053, 0.131], [0.015, -0.013, -0.026], [0.017, -0.018, -0.005], [-0.014, -0.018, -0.004], [-0.001, 0.079, -0.025], [-0.119, -0.042, -0.072], [0.245, -0.121, 0.070], [-0.020, -0.009, 0.001], [0.008, 0.000, 0.087], [-0.003, -0.041, -0.033], [0.128, 0.026, -0.006], [-0.003, 0.121, 0.124], [-0.014, 0.006, -0.017], [-0.008, -0.001, -0.018], [0.015, -0.009, -0.005], [0.031, -0.023, 0.000], [0.126, 0.118, -0.009], [-0.009, 0.010, -0.011], [-0.008, -0.002, -0.013], [-0.001, 0.010, 0.043], [-0.018, -0.032, 0.025], [-0.162, 0.048, 0.033], [-0.008, -0.001, -0.001], [-0.075, 0.033, 0.057], [0.033, -0.014, 0.014], [0.013, 0.009, -0.049], [-0.026, 0.004, -0.022], [-0.101, 0.023, -0.007], [0.074, -0.030, -0.083], [-0.003, -0.113, -0.016], [-0.415, 0.187, -0.209], [0.846, -0.030, 0.176], [0.012, -0.002, 0.012], [-0.016, 0.004, 0.017], [0.035, 0.079, 0.086], [0.035, -0.009, -0.010], [0.405, -0.294, -0.095], [-0.094, 0.023, -0.066], [-0.336, -0.164, 0.011], [-0.035, 0.071, 0.107], [0.121, 0.141, -0.078], [-0.013, -0.079, -0.002], [0.040, 0.004, 0.004], [-0.048, 0.001, -0.005], [0.037, -0.025, 0.001], [0.032, 0.065, 0.011], [-0.005, 0.026, -0.003], [0.003, 0.001, 0.000], [0.008, 0.002, 0.002], [0.006, -0.002, 0.003], [-0.034, -0.006, -0.003], [-0.035, 0.077, 0.022], [0.179, -0.169, -0.017], [0.030, 0.065, 0.386], [-0.140, 0.108, -0.019], [0.009, 0.001, 0.027], [-0.008, -0.064, -0.046], [-0.038, 0.042, 0.013], [0.081, 0.137, -0.031], [0.002, -0.005, 0.004], [0.003, -0.002, -0.008], [-0.038, -0.088, -0.012], [-0.013, 0.001, 0.003], [-0.010, 0.006, -0.005], [0.016, -0.011, -0.020], [0.000, 0.021, -0.010], [0.020, 0.008, -0.002], [0.000, 0.026, 0.034], [-0.012, -0.005, 0.017], [0.003, 0.010, -0.007], [-0.004, -0.025, -0.043], [-0.062, -0.146, -0.017], [-0.035, 0.047, -0.051], [0.025, -0.037, 0.033], [0.016, 0.011, -0.034], [0.273, 0.382, -0.213], [0.004, -0.046, 0.016], [0.033, -0.028, 0.021], [0.004, 0.027, 0.021], [-0.004, -0.026, -0.022], [-0.003, 0.009, -0.004], [0.009, 0.063, -0.004], [-0.025, -0.015, 0.020], [0.000, 0.007, -0.022], [-0.009, -0.041, 0.035], [0.024, 0.003, -0.012], [0.001, -0.031, 0.020], [-0.010, 0.011, 0.006], [0.016, -0.124, -0.030], [-0.017, 0.023, 0.021], [0.001, 0.012, 0.001], [-0.014, -0.003, -0.001], [-0.007, -0.014, -0.002], [0.016, -0.027, -0.010]]}

=====

{"formula": "C33H29CaN5O2Sb", "method": "ωB97M-V/def2-TZVPD", "e_tot_ha": -2617.0496, "charge": 1, "homo_lumo_gap_ev": 7.98, "relative_energy_kcal_mol": 0.0, "symbols": ["Ca", "C", "C", "C", "C", "C", "C", "N", "Sb", "C", "C", "C", "C", "C", "C", "N", "C", "C", "C", "C", "C", "C", "N", "H", "H", "H", "H", "H", "H", "H", "H", "H", "H", "H", "H", "H", "H", "H", "H", "H", "H", "O", "C", "N", "C", "C", "O", "N", "C", "C", "C", "C", "C", "C", "C", "C", "C", "C", "C", "C", "H", "H", "H", "H", "H", "H", "H", "H", "H", "H", "H"], "positions_angstrom": [[-0.08498, -1.17788, -0.95585], [2.91960, -2.52895, -0.17048], [2.45811, -3.31269, -1.36263], [3.29047, -4.23072, -1.99463], [2.82224, -4.92897, -3.08829], [1.52048, -4.70796, -3.51962], [0.73888, -3.78075, -2.84989], [1.20774, -3.08934, -1.79655], [-1.31122, -3.64184, -3.54383], [-1.46419, -1.52256, -3.96542], [-1.95240, -1.21208, -5.22342], [-2.14178, 0.12188, -5.56271], [-1.84439, 1.09435, -4.63163], [-1.35352, 0.72175, -3.38376], [-1.00029, 1.75270, -2.35344], [-1.16486, -0.56895, -3.06522], [-2.27882, -3.64080, -1.60875], [-3.32064, -4.54460, -1.47811], [-3.99218, -4.62860, -0.26530], [-3.59294, -3.81428, 0.77362], [-2.53786, -2.92682, 0.58357], [-2.07229, -2.02583, 1.68673], [-1.89922, -2.84233, -0.59553], [3.87575, -2.89609, 0.19475], [2.19787, -2.61015, 0.64685], [3.02690, -1.47252, -0.42480], [4.29246, -4.38795, -1.62058], [3.45432, -5.64609, -3.59542], [1.11893, -5.25644, -4.36149], [-2.18871, -1.99855, -5.92795], [-2.52334, 0.39164, -6.53871], [-1.98813, 2.14214, -4.85556], [-1.41795, 2.72256, -2.61415], [0.08493, 1.85386, -2.27910], [-1.38117, 1.48070, -1.36630], [-3.60476, -5.17698, -2.30895], [-4.81064, -5.32476, -0.13707], [-4.08582, -3.85530, 1.73482], [-2.57485, -2.25715, 2.62286], [-2.26191, -0.97451, 1.46428], [-0.99727, -2.12563, 1.85193], [1.67129, 0.41699, -0.87208], [1.17564, 0.94412, 0.15607], [1.60148, 2.07115, 0.75211], [0.80582, 2.35607, 1.94358], [-0.20631, 1.17299, 1.86745], [-1.10243, 0.99068, 2.65652], [0.08177, 0.40833, 0.76690], [1.68145, 2.30157, 3.18706], [1.77104, 1.15908, 3.97295], [2.64553, 1.11835, 5.05068], [3.43794, 2.21576, 5.34922], [3.34998, 3.36079, 4.56958], [2.47270, 3.40442, 3.49781], [0.02592, 3.65807, 1.82822], [-0.72479, 4.08641, 2.92052], [-1.47425, 5.24714, 2.83879], [-1.48068, 5.99640, 1.66838], [-0.73687, 5.57318, 0.57985], [0.01134, 4.40384, 0.65734], [2.50323, 2.47593, 0.56332], [1.14227, 0.30286, 3.76499], [2.69957, 0.22794, 5.66334], [4.11558, 2.18371, 6.19201], [3.95828, 4.22489, 4.80214], [2.38909, 4.30917, 2.90658], [-0.72205, 3.50245, 3.83164], [-2.05409, 5.57136, 3.69287], [-2.06073, 6.90783, 1.60934], [-0.73028, 6.15462, -0.33316], [0.59002, 4.08040, -0.19828]], "atomic_forces_ev_per_a": [[0.045, 0.022, 0.051], [-0.002, 0.005, -0.007], [-0.002, 0.001, 0.002], [0.003, -0.003, 0.001], [-0.010, 0.000, -0.009], [0.014, 0.003, 0.004], [-0.054, 0.008, 0.001], [0.020, -0.018, -0.018], [0.006, -0.007, 0.010], [0.017, -0.037, 0.028], [-0.001, 0.014, -0.001], [0.002, -0.015, 0.003], [-0.003, 0.002, -0.007], [0.000, 0.005, -0.001], [-0.003, -0.001, -0.004], [-0.015, 0.038, -0.028], [-0.003, -0.006, -0.024], [0.001, 0.000, -0.001], [0.003, 0.009, 0.009], [-0.014, -0.017, -0.008], [0.027, 0.022, -0.002], [-0.020, 0.003, -0.010], [0.004, -0.014, -0.002], [0.000, 0.004, 0.006], [0.000, -0.005, 0.003], [0.005, -0.002, 0.002], [0.000, 0.002, 0.003], [0.002, 0.000, 0.001], [0.002, -0.001, 0.000], [0.000, 0.002, -0.003], [0.000, 0.002, 0.000], [0.000, 0.002, 0.005], [0.006, 0.004, 0.006], [0.000, 0.002, -0.002], [-0.007, -0.002, -0.002], [0.001, 0.001, -0.001], [-0.001, 0.000, 0.001], [0.002, 0.003, 0.002], [0.004, 0.001, 0.003], [0.003, 0.003, 0.008], [0.002, -0.006, 0.002], [-0.029, -0.032, -0.007], [0.007, 0.001, -0.021], [-0.004, 0.012, 0.017], [0.006, -0.003, -0.002], [-0.008, 0.009, 0.004], [0.003, -0.001, -0.002], [-0.009, -0.009, -0.015], [-0.002, -0.009, 0.003], [-0.002, 0.005, 0.000], [0.002, 0.003, 0.003], [0.002, -0.006, 0.002], [0.000, 0.005, -0.003], [0.004, -0.003, 0.004], [-0.004, 0.005, 0.000], [0.005, -0.004, -0.001], [-0.004, 0.000, 0.000], [-0.001, 0.002, -0.004], [-0.003, -0.002, 0.000], [0.005, 0.002, -0.001], [0.000, -0.001, -0.006], [0.000, -0.001, -0.001], [0.001, -0.001, 0.001], [0.000, 0.000, 0.001], [0.000, 0.001, 0.001], [0.000, 0.001, -0.001], [-0.001, 0.001, 0.001], [0.000, 0.000, 0.000], [-0.001, 0.001, 0.003], [-0.001, 0.001, 0.000], [0.001, 0.000, 0.000]]}